1.
C5H11N in the gas phase at a distorted geometry, computed with ωB97M-V with the def2-TZVPD basis set.

Atoms and positions in Å:
N 1.842123 2.240119 -1.125745
C -1.654481 -1.368710 -0.464641
C -0.639508 -1.525042 0.663252
C 1.407832 1.426429 -0.066689
C 0.248780 0.784331 0.048169
C -0.013369 -0.204382 1.138638
H -1.135033 -1.991246 1.514327
H 1.256441 2.971635 -1.488826
H -0.507511 1.076210 -0.672571
H -1.155706 -1.044153 -1.373883
H -2.435312 -0.658935 -0.176623
H 0.156775 -2.190500 0.326439
H 0.912863 -0.367316 1.690003
H -0.670906 0.235988 1.891624
H -2.144320 -2.309186 -0.716895
H 2.174057 1.159485 0.661186
H 2.357273 1.765269 -1.847763

Atomic forces in eV per Å
0.367 0.808 0.019
-0.020 -0.046 0.117
0.106 -0.051 -0.086
0.213 -1.221 -0.026
0.309 0.805 -0.091
-0.511 0.353 0.228
0.124 -0.159 0.073
-0.325 -0.232 0.057
-0.274 -0.388 0.026
-0.097 0.262 -0.095
0.059 0.052 -0.204
0.004 -0.113 0.039
0.126 -0.218 -0.115
-0.290 0.108 -0.064
0.019 -0.098 0.191
0.178 0.150 -0.097
0.013 -0.012 0.029

The value obtained for the HOMO energy is -0.31344 Ha. Its SMILES is CCC/C=C/N. The value obtained for the relative energy (zero: lowest compared OMol25 entry of this formula, charge and spin) is 0.887 eV. As for the charge: 0. Its gap between HOMO and LUMO is 9.70 eV.

=====

2.
A gas-phase ion, C4H5Cl2N2 (charge +1) at a distorted geometry, computed with ωB97M-V with the def2-TZVPD basis set.

Atoms and positions in Å:
Cl 0.569428 2.366456 0.207425
Cl -2.950703 1.886788 -0.306773
N -1.210024 -0.085640 -0.377607
N 0.880504 -1.260221 -0.222491
C -0.389790 -1.264780 -0.201585
C -2.456470 0.236431 -0.335757
C 1.762300 1.062720 -0.029537
C 1.760748 -0.248324 -0.222916
H 2.896996 -0.610443 -0.447887
H -3.311224 -0.318321 -0.439371
H -0.647351 0.752560 -0.395447
H 2.722712 1.553236 0.142812
H -0.985849 -2.179702 -0.231241

Atomic forces in eV per Å
0.232 -1.264 -0.071
0.667 -1.013 -0.034
-0.204 0.854 0.522
-3.008 -0.970 0.319
0.112 -0.902 -1.028
1.205 2.412 -0.414
0.549 2.134 0.782
4.052 -0.108 -0.928
-2.875 0.734 0.815
-1.490 -2.364 0.177
0.579 0.737 0.094
-0.213 -0.348 -0.535
0.393 0.097 0.299

The value obtained for the HOMO energy (alpha / beta) is -0.50911 / -0.50910 Ha. Its SMILES is Cl\C=C/N=C\[NH+]=C\Cl. The value obtained for the relative energy (zero: lowest compared OMol25 entry of this formula, charge and spin) is 2.637 eV. As for the charge: +1. Its gap between HOMO and LUMO (alpha / beta) is 7.68 / 7.68 eV.

=====

3.
A molecular structure, C27H47AsBIrN2O3P2S at a distorted geometry, computed with ωB97M-V with the def2-TZVPD basis set.

Atoms and positions in Å:
Ir -1.103902 0.768833 0.483605
As 1.776057 3.740947 -1.006146
S -0.280346 3.303266 -0.725854
P -2.823354 1.055340 -1.339194
P -2.811480 -0.934124 1.331389
O 1.865363 -0.774785 -0.295708
O -0.218824 -1.364560 -0.988969
O -0.391919 0.153292 2.869357
N -1.993669 2.450004 1.881737
N 0.208912 1.985030 4.052963
C 0.670420 -2.342169 -1.379951
C -3.706207 2.574453 -1.831356
C -2.177447 0.487815 -2.944715
C 2.374979 3.276501 -2.783119
C -3.706655 -1.360923 -0.222106
C -4.204824 -0.103718 -0.940417
C 2.999799 2.873121 0.216303
C 1.566452 -4.292248 -2.344230
C 1.943302 -1.980250 -0.961780
C -4.151601 -0.682170 2.553814
C 3.049033 -2.762754 -1.213475
C 3.733153 -6.300508 -1.836664
C 2.862448 -3.947647 -1.924955
C -3.919048 3.829697 2.182613
C 2.099349 5.637875 -0.837864
C -2.138641 -2.534891 1.871088
C -3.290552 2.704033 1.688960
C 0.454210 -3.509250 -2.082768
C -1.269218 3.303257 2.615429
C 0.153372 2.902424 2.923849
C 4.216251 -4.823843 -3.813038
C -1.821669 4.469326 3.122132
C 0.009250 -0.129823 5.210718
C 4.028321 -4.858925 -2.285386
C -3.160836 4.744074 2.897321
C -0.073627 0.674513 3.942625
C 5.335527 -4.421081 -1.623139
B 0.542999 -0.403162 -0.285891
H -0.999347 -0.264462 5.606152
H 0.569528 2.399410 2.050287
H 2.443209 2.194404 -2.876635
H -1.432271 1.215052 -3.270685
H 3.323562 -5.171184 -4.334119
H 4.021135 -2.455916 -0.854212
H 1.469832 6.168977 -1.548464
H -4.724750 -0.357307 -1.866147
H -2.985591 0.442724 -3.674351
H -3.841131 1.970713 1.114452
H -1.698543 -0.485281 -2.856061
H -1.381311 -2.886264 1.170655
H 3.148341 5.827478 -1.064817
H -4.401615 2.325662 -2.632934
H 5.248790 -4.429145 -0.534304
H -2.995445 -1.894777 -0.858058
H 1.874145 5.980328 0.169299
H -4.913937 0.438830 -0.307615
H -2.946614 -3.263014 1.941559
H 1.418157 -5.205603 -2.903289
H 0.412010 -1.115354 4.988520
H 1.658794 3.660068 -3.506284
H -2.980906 3.308373 -2.182650
H -1.676006 -2.413634 2.850166
H 3.546700 -6.333188 -0.761737
H 6.127496 -5.118253 -1.894989
H 5.048116 -5.469898 -4.096962
H 2.872851 -6.728025 -2.350321
H -3.706594 -0.438934 3.519277
H 5.648899 -3.427208 -1.948164
H -4.825078 0.127709 2.276210
H 2.822765 3.218100 1.232198
H 4.436473 -3.809068 -4.149224
H -4.722161 -1.606034 2.645839
H 3.351344 3.725246 -2.961779
H 2.866914 1.793707 0.160039
H -0.532663 -3.804373 -2.415761
H 4.013261 3.138878 -0.082133
H 0.405044 2.361208 4.964936
H -4.535599 -2.034323 0.002776
H 0.622267 0.346692 5.972605
H -4.255806 3.008419 -0.997286
H -4.973092 3.994398 2.008346
H -3.605436 5.654184 3.276928
H 4.595973 -6.930614 -2.053701
H -1.208137 5.156464 3.689444
H 0.751046 3.777867 3.165814

Atomic forces in eV per Å
-0.068 0.389 0.201
0.371 0.120 -0.237
-0.022 -0.293 0.190
-0.511 -0.177 -0.277
-0.413 -0.625 -0.257
0.126 0.902 0.510
-0.351 0.431 0.136
-0.056 -0.073 -0.009
0.062 -0.085 -0.302
-0.008 0.118 -0.102
0.854 -0.263 -0.010
0.261 0.033 0.286
0.171 0.013 0.238
-0.031 0.010 0.126
0.112 0.202 0.009
0.220 0.051 0.082
-0.180 0.017 -0.119
0.183 0.006 -0.003
-0.606 -0.528 -0.392
0.245 0.286 -0.044
0.086 0.181 0.145
0.022 0.147 0.021
-0.197 -0.004 -0.005
-0.013 0.047 0.052
0.015 -0.112 -0.041
0.221 0.228 0.007
-0.018 0.129 0.100
-0.230 0.168 0.090
0.093 0.021 0.071
-0.228 -0.191 -0.061
0.006 -0.010 0.129
-0.044 -0.032 0.023
-0.044 -0.054 -0.046
0.115 -0.160 -0.148
0.045 -0.011 -0.019
0.102 0.005 0.226
-0.072 0.008 0.027
-0.203 -0.580 -0.336
0.007 0.016 0.007
0.126 0.080 0.013
-0.019 -0.010 0.038
0.007 -0.037 -0.040
0.002 -0.003 -0.011
-0.009 -0.012 -0.037
-0.021 -0.034 -0.012
-0.041 0.007 0.010
-0.032 0.020 0.007
-0.001 0.014 -0.007
0.001 -0.002 0.027
-0.016 0.010 -0.013
-0.006 0.004 0.010
-0.007 0.013 -0.025
0.033 0.031 0.000
-0.008 -0.071 0.048
-0.035 -0.079 0.023
-0.038 0.015 -0.060
-0.012 -0.020 -0.036
0.028 -0.015 0.006
0.013 0.021 -0.043
-0.027 0.021 0.031
-0.031 -0.003 -0.042
0.013 -0.001 -0.022
-0.004 -0.051 -0.003
0.006 0.005 -0.011
-0.005 0.006 -0.026
-0.014 0.000 0.001
-0.028 -0.012 0.008
0.005 -0.001 0.004
0.018 -0.009 -0.035
-0.038 0.030 -0.003
0.009 -0.010 -0.029
-0.004 -0.024 -0.009
0.011 -0.022 0.026
-0.012 -0.012 -0.017
0.017 0.014 -0.002
0.004 -0.012 -0.010
0.050 -0.046 0.044
0.022 -0.040 0.002
-0.015 0.016 0.007
-0.009 -0.014 -0.015
0.006 -0.037 -0.037
-0.010 -0.011 0.011
-0.015 -0.028 -0.003
0.022 -0.027 0.006
0.039 0.006 -0.041

The expectation value of S² is 6.010. The spin multiplicity is 5. The value obtained for the HOMO energy (alpha / beta) is -0.45485 / -0.46885 Ha. The value obtained for the relative energy (zero: lowest compared OMol25 entry of this formula, charge and spin) is 2.025 eV. As for the charge: +2. Its gap between HOMO and LUMO (alpha / beta) is 7.56 / 5.24 eV.

=====

4.
C5H8O in the gas phase, computed with ωB97M-V with the def2-TZVPD basis set.

Atoms and positions in Å:
O 0.274558 0.861501 0.636963
C 2.502294 0.196959 0.247243
C 1.454001 0.297120 1.050121
C -1.458395 -0.086924 -1.477602
C -1.620017 -0.387765 -0.017952
C -0.812119 0.063395 0.932669
H -2.457717 -1.005923 0.296124
H -1.439762 -1.005514 -2.074755
H -0.941305 -0.161433 1.992316
H 3.424932 -0.239054 0.610934
H -0.534015 0.467515 -1.656764
H 2.452729 0.540460 -0.781295
H -2.296169 0.520474 -1.839467
H 1.450983 -0.060811 2.081465

Atomic forces in eV per Å
0.047 0.002 -0.102
-0.094 0.045 0.086
0.306 -0.127 0.009
0.024 0.033 -0.058
0.057 0.081 0.134
-0.283 -0.224 -0.007
0.071 0.148 -0.013
-0.019 0.114 0.110
0.010 0.000 -0.173
-0.101 0.113 -0.010
-0.155 -0.093 0.002
0.008 -0.032 0.147
0.102 -0.094 0.024
0.027 0.034 -0.148

The value obtained for the HOMO energy is -0.33328 Ha. Its SMILES is C=CO/C=C\C. The value obtained for the relative energy (zero: lowest compared OMol25 entry of this formula, charge and spin) is 1.833 eV. As for the charge: 0. Its gap between HOMO and LUMO is 10.26 eV.

=====

5.
8 unconnected molecules or ions with the total composition C9H24BrN7O16S at a distorted geometry, computed with ωB97M-V with the def2-TZVPD basis set.

Atoms and positions in Å:
Br 8.673277 -2.991631 -1.102138
S 10.347576 0.279845 0.062612
O -2.921716 -5.175110 0.688504
O 0.013977 3.591545 5.727728
O -5.628936 -1.883921 -2.772541
O 4.686167 -0.475722 4.191300
O 7.860707 -0.731541 0.286821
O -4.861448 -3.737438 -7.779328
O -1.221655 3.516141 3.963819
O -5.225481 -0.345771 -4.228469
O -3.284557 0.797600 0.372750
O -3.731320 -0.763240 1.783257
O -5.265881 -5.269504 -6.315354
O 1.195452 3.705251 0.761340
O 3.122947 0.627868 3.196848
O -5.031097 -5.438831 1.059760
O 3.303078 3.963510 0.380486
O 6.270323 -1.995724 -0.471622
N -0.163555 3.367016 4.551279
N -4.080012 -4.812822 0.640472
N -5.370503 -0.739783 -3.091202
N 4.129874 -0.055318 3.201215
N -5.008898 -4.127817 -6.638375
N 2.146713 4.322633 0.321372
N -3.446527 0.381909 1.505806
C -4.867159 -3.131798 -5.537907
C -3.286716 1.340507 2.634129
C 1.853387 5.624517 -0.340780
C 0.988806 2.872402 3.746845
C 7.367119 -1.771791 -0.367709
C 8.619885 0.162941 -0.535172
C -5.218355 0.244790 -1.986527
C -4.368426 -3.490591 0.018460
C 4.735034 -0.404816 1.885690
H -5.803431 -3.102542 -4.995225
H -4.411728 -0.099411 -1.350493
H 4.744653 -1.486755 1.806228
H -2.492502 0.965609 3.271119
H -3.032410 2.312754 2.231730
H 2.787170 6.056482 -0.679171
H 10.320549 -0.754052 0.915132
H 4.134435 0.037783 1.100335
H -4.060292 -3.473404 -4.896671
H -4.640829 -2.167303 -5.970798
H -5.031241 -3.662237 -0.824380
H 8.583719 -0.101938 -1.577407
H 1.188538 5.422286 -1.174701
H 5.745712 -0.009154 1.875803
H 1.369062 6.261229 0.393212
H -4.229993 1.371491 3.170725
H -3.433124 -3.049833 -0.303640
H -6.158126 0.269037 -1.442497
H -4.989321 1.212466 -2.415746
H 1.165790 3.588681 2.952194
H 8.192014 1.135820 -0.403091
H -4.848128 -2.873786 0.770278
H 1.851869 2.786193 4.394749
H 0.715533 1.905286 3.338942

Atomic forces in eV per Å
0.371 0.051 -0.042
0.143 0.130 -0.120
-0.097 -0.016 0.014
-0.074 0.022 -0.061
0.007 -0.032 -0.023
-0.046 0.037 -0.014
0.540 0.844 -0.024
-0.019 -0.068 0.064
-0.002 -0.057 0.029
-0.009 -0.065 -0.006
0.027 0.023 0.140
-0.016 0.030 0.010
0.010 0.046 -0.041
0.105 0.084 -0.162
0.032 -0.031 0.066
0.058 0.009 -0.004
-0.083 -0.020 0.025
-6.271 -1.425 -0.458
0.102 -0.018 -0.001
0.060 0.047 -0.019
-0.016 0.238 0.140
-0.001 0.025 -0.088
0.039 0.052 0.000
0.022 0.012 -0.062
0.017 0.044 -0.018
0.073 0.030 -0.211
0.045 0.196 -0.066
0.118 0.089 -0.062
0.176 0.054 0.230
4.908 0.358 0.170
0.818 -0.027 0.960
-0.023 0.117 -0.097
0.058 0.028 -0.121
-0.092 0.060 -0.134
0.006 -0.095 0.065
-0.029 -0.060 0.078
0.080 -0.012 0.058
-0.053 -0.062 0.043
0.040 -0.029 -0.050
0.040 -0.056 0.026
-0.203 -0.035 -0.174
-0.044 0.027 0.046
-0.082 -0.075 0.070
-0.019 -0.007 -0.074
-0.069 -0.009 0.061
0.013 -0.359 -0.336
-0.082 -0.014 0.063
0.041 -0.091 0.061
-0.089 -0.051 -0.010
0.017 -0.111 0.046
0.044 -0.040 0.046
0.020 -0.095 0.042
0.000 -0.026 -0.071
-0.147 -0.117 -0.013
-0.321 0.480 0.029
-0.062 -0.029 0.001
-0.059 -0.040 0.084
-0.026 0.043 -0.104

The value obtained for the HOMO energy is -0.36655 Ha. Its SMILES is C[N+](=O)[O-].C[N+](=O)[O-].C[N+](=O)[O-].C[N+](=O)[O-].C[N+](=O)[O-].C[N+](=O)[O-].C[N+](=O)[O-].O=C(Br)OCS. As for the charge: 0. Its gap between HOMO and LUMO is 9.53 eV.

=====

- Which of these has the highest charge?
  C27H47AsBIrN2O3P2S

=====

- What is the charge in the third record?
  +2

=====

- What is the charge in the fifth record?
  0

=====

What did the first record say?
C5H11N in the gas phase at a distorted geometry, computed with ωB97M-V with the def2-TZVPD basis set.

Atoms and positions in Å:
N 1.842123 2.240119 -1.125745
C -1.654481 -1.368710 -0.464641
C -0.639508 -1.525042 0.663252
C 1.407832 1.426429 -0.066689
C 0.248780 0.784331 0.048169
C -0.013369 -0.204382 1.138638
H -1.135033 -1.991246 1.514327
H 1.256441 2.971635 -1.488826
H -0.507511 1.076210 -0.672571
H -1.155706 -1.044153 -1.373883
H -2.435312 -0.658935 -0.176623
H 0.156775 -2.190500 0.326439
H 0.912863 -0.367316 1.690003
H -0.670906 0.235988 1.891624
H -2.144320 -2.309186 -0.716895
H 2.174057 1.159485 0.661186
H 2.357273 1.765269 -1.847763

Atomic forces in eV per Å
0.367 0.808 0.019
-0.020 -0.046 0.117
0.106 -0.051 -0.086
0.213 -1.221 -0.026
0.309 0.805 -0.091
-0.511 0.353 0.228
0.124 -0.159 0.073
-0.325 -0.232 0.057
-0.274 -0.388 0.026
-0.097 0.262 -0.095
0.059 0.052 -0.204
0.004 -0.113 0.039
0.126 -0.218 -0.115
-0.290 0.108 -0.064
0.019 -0.098 0.191
0.178 0.150 -0.097
0.013 -0.012 0.029

The value obtained for the HOMO energy is -0.31344 Ha. Its SMILES is CCC/C=C/N. The value obtained for the relative energy (zero: lowest compared OMol25 entry of this formula, charge and spin) is 0.887 eV. As for the charge: 0. Its gap between HOMO and LUMO is 9.70 eV.